Record 1
A structure of composition C13H20IMnN4O3 at a distorted geometry, computed with ωB97M-V with the def2-TZVPD basis set.

Values from the calculation:
* electronic energy: -65323.119 eV
* gap between HOMO and LUMO (spin up / spin down): 0.056 / 0.145 Eh
* HOMO energy (spin up / spin down): 0.0919 / 0.0355 hartree

```
! wB97M-V def2-TZVPD RIJCOSX def2/J DEFGRID3
* xyz -2 5
C 1.71094 -1.14688 -3.52920
I -0.46726 3.16141 -2.22760
H 0.68624 -1.48569 -3.80280
H 2.42017 -1.94985 -3.75491
H 1.90704 -0.23523 -4.13325
C -1.50554 3.48980 1.63016
C -2.72440 3.21742 1.06417
N -2.49859 2.48832 -0.08514
C -1.13902 2.46607 -0.32156
N -0.53132 2.91552 0.82995
H -1.24408 4.12497 2.48163
H -3.72253 3.57655 1.34673
C 1.57178 -3.24751 0.48948
C 1.18803 -1.77681 -1.16932
N 1.81276 -1.96046 0.02697
H 0.39054 -4.88498 -0.46790
N 0.55004 -2.97102 -1.44394
H 2.02923 -3.66623 1.38550
Mn -0.34626 0.75816 -1.14600
C 1.63951 -0.73420 -2.14074
O 2.12134 0.34396 -1.74732
C 0.78548 -3.86962 -0.42844
C -0.48043 -3.30709 -2.40707
H -1.45991 -2.97638 -2.03837
H -0.48403 -4.40249 -2.48535
H -0.25690 -2.86331 -3.37246
C 2.55100 -0.97481 0.80080
H 3.28302 -1.53487 1.40140
H 1.86287 -0.41730 1.46880
H 3.03146 -0.28833 0.10126
C 0.91229 2.94494 1.02811
H 1.19158 3.89424 1.50490
H 1.41882 2.85348 0.05940
H 1.23620 2.10501 1.65529
C -3.49751 2.06465 -1.04683
H -2.98783 1.67588 -1.93163
H -4.13622 2.90766 -1.34595
H -4.11882 1.25733 -0.64164
O -0.28935 -0.11475 1.51120
C -1.26711 -0.73168 1.02601
O -1.58398 -0.76387 -0.21934
H -1.91865 -1.34337 1.68918
*
```

These are the Löwdin partial charges, in e, on atoms 1 to 4: -0.089, 0.050, 0.044, 0.071


Record 2
A structure of composition C30H47N5O2PtSbSe5Si4 at a distorted geometry, computed with ωB97M-V with the def2-TZVPD basis set.

Values from the calculation:
* electronic energy: -411446.413 eV
* gap between HOMO and LUMO (spin up / spin down): 0.237 / 0.182 Eh
* HOMO energy (spin up / spin down): -0.1609 / -0.1825 hartree

```
! wB97M-V def2-TZVPD RIJCOSX def2/J DEFGRID3
* xyz -1 5
Pt -0.14968 -0.35220 -0.32449
C -2.15933 -4.29909 5.86883
O -1.22945 -3.30815 6.17130
C -1.56014 -2.01770 5.86252
C -2.85024 -1.53292 5.78935
C -3.10979 -0.19547 5.79407
C -2.03540 0.68566 5.65689
C -0.76746 0.20925 5.53434
C -0.47743 -1.14442 5.73414
N -2.25194 2.11919 5.90821
N -1.71074 3.00326 5.24269
C -1.00322 2.57524 4.01193
C 0.28021 2.92532 3.82514
C 0.96665 2.49573 2.69977
C 0.40122 1.68685 1.67169
O 1.00848 1.19088 0.63660
C -1.06797 1.46606 1.88633
N -1.67376 0.65864 0.91181
C -3.00037 0.53178 0.96792
C -3.75649 1.08142 1.98710
C -3.12929 1.74639 2.99717
C -1.73638 1.90051 3.02004
H -1.66868 -5.21956 5.91430
H -2.64712 -4.07211 4.87923
H -2.96536 -4.40305 6.65616
H -3.60588 -2.31279 5.79105
H -4.13964 0.18152 5.79068
H 0.05938 0.90052 5.33474
H 0.50554 -1.54282 5.78076
H 0.80949 3.49059 4.58550
H 2.02465 2.65838 2.61291
H -3.27472 -0.12018 0.17757
H -4.82616 1.04125 2.06175
H -3.76230 2.24783 3.76702
Se -1.66193 -5.99168 0.35392
Sb -1.68029 -3.46884 0.11956
Se 0.28897 -2.48439 1.17069
Se -1.55821 -1.41097 -1.83333
Se -3.29449 -3.60578 2.06556
C 3.54042 -0.65507 1.28399
Si 3.74194 -0.15650 -0.54582
C 3.78763 1.70823 -0.52748
C 5.39682 -0.83289 -1.33512
Si 1.70429 -0.91496 -1.68295
Si 2.05160 -3.20306 -2.26697
C 3.09189 -3.32772 -3.83513
C 2.99694 -3.94655 -0.83875
C 0.46295 -4.18398 -2.69181
Si 1.76952 0.36991 -3.71098
C 1.17298 2.12745 -3.43029
C 3.47933 0.55191 -4.55684
C 0.34377 -0.11681 -4.95752
H 3.98778 0.18595 1.93540
H 4.11486 -1.53043 1.49737
H 2.49658 -0.62238 1.58620
H 4.42985 2.13052 0.25998
H 2.84158 2.17054 -0.39951
H 4.28762 2.10546 -1.47964
H 6.14014 -0.35530 -0.66707
H 5.48642 -0.63295 -2.39044
H 5.36643 -1.92625 -1.18398
H 3.92191 -2.65591 -3.58761
H 2.46727 -2.90198 -4.58965
H 3.41584 -4.34183 -4.04453
H 3.95251 -3.40992 -0.62566
H 3.19898 -4.98643 -1.10036
H 2.39747 -3.96495 0.03085
H -0.26004 -3.53441 -3.18811
H 0.09329 -4.60404 -1.78494
H 0.83761 -4.92821 -3.38143
H 1.96859 2.84077 -3.03578
H 0.47147 2.14959 -2.58367
H 0.56576 2.55763 -4.21435
H 4.14813 1.32039 -4.09313
H 3.30834 0.90117 -5.61554
H 4.03457 -0.43574 -4.71797
H -0.50792 0.18025 -4.43903
H 0.34141 -1.14094 -5.15691
H 0.45878 0.42947 -5.82613
C -4.46545 1.23213 -3.02637
N -3.40210 2.25453 -3.07105
C -2.66220 2.50887 -4.18302
C -1.94013 3.60530 -3.97994
N -2.23047 4.03982 -2.66874
C -1.43725 5.03596 -1.90670
C -3.18501 3.24607 -2.16469
Se -3.91256 3.59985 -0.51137
H -5.42421 1.69763 -2.95394
H -4.30021 0.63382 -2.11749
H -4.44669 0.64003 -3.87997
H -2.73005 1.81444 -4.98533
H -1.19629 4.08136 -4.57154
H -0.60267 5.27409 -2.54034
H -1.11188 4.65625 -0.96054
H -2.04892 5.94569 -1.66911
*
```

These are the Löwdin partial charges, in e, on atoms 1 to 4: 0.398, -0.109, -0.083, -0.277


Record 3
The ion C5H11N3 with charge +2 at a distorted geometry, computed with ωB97M-V with the def2-TZVPD basis set.

Values from the calculation:
* SMILES: CC#[N+]/C=C\N(C)[NH3+]
* electronic energy: -9812.681 eV
* gap between HOMO and LUMO: 0.349 Eh
* HOMO energy: -0.6569 hartree

```
! wB97M-V def2-TZVPD RIJCOSX def2/J DEFGRID3
* xyz 2 1
C -0.46957 1.71088 0.04341
C 0.80521 1.39582 -0.04336
C -2.55331 0.34599 0.07461
C -3.75922 -0.40300 -0.26376
C 0.99450 -1.21774 -0.00220
N -1.54004 0.90770 0.06201
N 1.42012 0.11285 -0.37575
N 2.85050 0.35393 -0.05170
H -0.88133 2.68432 0.05247
H 1.34753 2.33329 -0.05388
H -3.65028 -1.44055 -0.25838
H -4.07813 -0.33300 -1.27089
H -4.58690 -0.02691 0.39477
H 1.55113 -2.05261 -0.39463
H 0.94458 -1.52582 1.14276
H -0.06756 -1.28962 -0.43462
H 2.91898 0.52407 0.89719
H 3.31018 1.07376 -0.58503
H 3.31669 -0.55972 -0.34622
*
```

These are the Löwdin partial charges, in e, on atoms 1 to 4: -0.065, 0.002, 0.138, 0.053


Record 4
A cluster of 2 separate species, C4H3N2O2 in total at a distorted geometry, computed with ωB97M-V with the def2-TZVPD basis set.

Values from the calculation:
* electronic energy: -11260.507 eV
* gap between HOMO and LUMO: 0.366 Eh
* HOMO energy: -0.6132 hartree

```
! wB97M-V def2-TZVPD RIJCOSX def2/J DEFGRID3
* xyz 1 1
C -0.18710 -0.09020 -2.44709
C 1.29894 -1.36789 -1.38716
C 2.35025 -1.95851 0.53378
C -0.32089 -0.00949 0.00011
N -0.62170 0.21567 -3.45581
N 0.22909 -0.60020 -1.25624
O 1.90950 -2.14514 -1.92153
O 3.34255 -2.42968 0.70224
H -0.72732 -0.82688 0.67508
H 0.34392 0.64367 0.60544
H -1.13455 0.56372 -0.46842
*
```

These are the Löwdin partial charges, in e, on atoms 1 to 4: -0.198, -0.159, 0.102, 0.045